Formula: C18H7Cl5N3O2Pd
Source: OMol25
Level of theory: ωB97M-V/def2-TZVPD

## Properties
relative energy (zero: lowest compared OMol25 entry of this formula, charge and spin) = 7.10 kcal per mole
HOMO level (alpha / beta) = -11.967 / -11.967 eV
orbital gap (alpha / beta) = 7.048 / 7.047 eV
E_LUMO (alpha / beta) = -4.920 / -4.920 eV
total charge = +1

```
36
Properties=species:S:1:pos:R:3:forces:R:3
Pd -1.070 -0.969 0.656 -0.48 1.13 -0.58
O 0.610 5.409 -2.092 0.15 -0.33 -0.22
N 1.150 4.503 -2.703 0.12 0.32 -0.12
O 1.821 4.623 -3.708 -0.25 -0.06 0.38
C 1.013 3.141 -2.145 -0.12 0.15 -0.03
C 2.081 2.338 -2.242 0.32 -0.02 -0.15
C 2.056 1.029 -1.672 0.06 -0.07 -0.02
C 3.152 0.150 -1.740 0.05 0.08 -0.07
C 3.046 -1.098 -1.188 0.17 -0.05 -0.09
C 1.856 -1.455 -0.554 -0.06 0.02 0.10
N 0.825 -0.634 -0.463 -0.20 -0.41 0.73
C 0.901 0.592 -1.022 0.14 -0.17 -0.15
C -0.256 1.439 -0.978 -0.04 0.25 0.01
N -1.367 0.942 -0.399 -0.08 -0.47 0.14
C -2.449 1.692 -0.318 0.02 -0.12 -0.06
C -2.497 2.984 -0.834 -0.10 0.15 -0.03
C -1.386 3.505 -1.439 0.03 0.07 -0.04
C -0.212 2.729 -1.518 -0.11 0.18 -0.01
H 2.968 2.687 -2.757 -0.04 -0.02 0.04
H 4.062 0.470 -2.237 -0.05 -0.03 0.04
H 3.864 -1.806 -1.228 -0.06 0.04 0.00
H 1.743 -2.430 -0.102 -0.01 -0.02 0.08
H -3.315 1.255 0.156 -0.06 -0.07 0.05
H -3.409 3.560 -0.758 0.03 -0.03 0.00
H -1.401 4.506 -1.843 0.00 -0.02 0.00
Cl 1.102 -1.319 3.217 0.02 -0.11 0.10
C -0.169 -2.479 3.049 -0.06 0.35 -0.49
C -0.989 -2.371 1.945 0.76 -0.52 -0.07
C -2.013 -3.263 1.747 0.36 0.42 -0.29
Cl -2.867 -2.941 0.256 -0.28 0.01 0.09
C -2.276 -4.282 2.626 -0.19 -0.33 0.24
Cl -3.558 -5.370 2.334 -0.06 -0.04 -0.03
C -1.456 -4.389 3.754 0.00 -0.06 0.07
Cl -1.748 -5.637 4.883 0.00 -0.04 0.04
C -0.405 -3.489 3.967 0.04 -0.16 0.28
Cl 0.593 -3.621 5.348 0.01 -0.04 0.06
```
Forces are in eV/Å.